One molecule with the formula C14H17N3O4, computed with ωB97M-V/def2-TZVPD.

Properties
Kohn-Sham gap, eV: 8.86
SMILES string: N[C@@H](Cc1c[nH]c2ccccc12)C(=O)N[C@@H](CO)C(=O)O
Calculated total energy, Eh: -1008.92220
Relative energy (zero: lowest compared OMol25 entry of this formula, charge and spin), kJ/mol: 207.04
Charge: 0
E_HOMO, eV: -8.481
E_LUMO, eV: 0.378

Last column: Löwdin charge in e.
CARTESIAN COORDINATES (ANGSTROEM)
1 N -1.32079 -0.06840 -3.42977  0.04
2 C -0.56072 -0.24405 -2.18502  -0.30
3 C -1.16141 -1.47512 -1.44339  -0.08
4 C -0.80287 -1.54651 0.02906  -0.19
5 C 0.03752 -2.47666 0.60931  -0.04
6 N 0.00150 -2.38489 1.97134  0.08
7 C -0.76394 -1.33441 2.34172  -0.20
8 C -1.14979 -0.73800 3.54172  -0.02
9 C -2.08250 0.28311 3.54238  -0.10
10 C -2.67184 0.78420 2.38019  -0.08
11 C -2.25811 0.23942 1.15757  -0.04
12 C -1.29737 -0.77724 1.12484  -0.16
13 C 0.97189 -0.38575 -2.54173  -0.39
14 O 1.30005 -1.00666 -3.58357  0.02
15 N 1.79678 0.25679 -1.70370  0.14
16 C 1.48283 0.91432 -0.42789  -0.19
17 C 2.81990 0.92953 0.27576  -0.17
18 O 3.79511 1.37457 -0.69122  -0.07
19 C 1.08347 2.42392 -0.51760  -0.50
20 O 1.79237 3.21966 -1.10425  0.11
21 O -0.02493 2.79317 0.02160  0.19
22 H -0.84172 -0.66624 -4.12138  0.08
23 H -1.17496 0.90716 -3.74243  0.09
24 H -0.64054 0.60649 -1.58907  0.09
25 H -0.73504 -2.33625 -1.98584  0.12
26 H -2.28432 -1.60527 -1.56634  0.14
27 H 0.81744 -3.07210 0.16976  0.13
28 H 0.57209 -2.88297 2.63978  0.16
29 H -0.79737 -1.07558 4.47340  0.09
30 H -2.35940 0.73244 4.47644  0.10
31 H -3.41915 1.60732 2.43622  0.12
32 H -2.61470 0.63975 0.24160  0.10
33 H 2.79844 0.27318 -1.90482  0.15
34 H 0.61707 0.41704 0.01786  0.12
35 H 2.86622 1.56803 1.14216  0.13
36 H 3.09035 -0.10880 0.61476  0.15
37 H 3.52148 2.29340 -0.90902  0.09
38 H -0.40303 1.92142 0.23958  0.10

C14H17N7O5Os as an isolated structure, computed with ωB97M-V/def2-TZVPD.

Properties
Kohn-Sham gap (alpha / beta), eV: 5.16 / 6.19
Calculated total energy, Eh: -1393.34490
Charge: +2
E_HOMO (alpha / beta), eV: -14.687 / -15.049
E_LUMO (alpha / beta), eV: -9.526 / -8.861

Last column: Löwdin charge in e.
CARTESIAN COORDINATES (ANGSTROEM)
1 Os -0.29454 -0.32308 0.37706  1.72
2 O 1.04268 -2.12927 0.36011  -0.22
3 C 1.77068 -2.60475 -0.82047  -0.13
4 C 0.92430 -3.42051 -1.79170  -0.11
5 N -0.17249 -2.70995 -2.40990  -0.13
6 C 0.04094 -1.57798 -3.22708  -0.03
7 C -0.13726 -0.13742 -2.50172  -0.45
8 O -0.80531 0.72468 -2.94997  0.19
9 O 0.59666 -0.10446 -1.31689  -0.22
10 C -1.51438 -3.03216 -2.02095  -0.03
11 C -1.58584 -2.69301 -0.51029  -0.51
12 O -1.32596 -3.45149 0.38143  0.14
13 O -1.72253 -1.37810 -0.35518  -0.20
14 H 0.58920 -2.87652 0.79254  0.11
15 H 2.60905 -3.22079 -0.49019  0.15
16 H 2.15520 -1.70563 -1.29256  0.12
17 H 0.50502 -4.29521 -1.29312  0.14
18 H 1.62912 -3.78350 -2.54823  0.15
19 H -0.69378 -1.46732 -4.02069  0.15
20 H 1.05837 -1.54829 -3.61454  0.15
21 H -1.76053 -4.08305 -2.17333  0.15
22 H -2.21159 -2.40033 -2.56640  0.15
23 N 2.77996 -0.32819 1.74818  0.23
24 C 2.14456 0.81438 1.91874  -0.39
25 N 2.77002 1.79997 2.52300  0.20
26 C 2.11165 2.94268 2.70803  -0.38
27 N 2.70185 3.93470 3.32759  0.25
28 N 0.82308 3.15616 2.27929  0.22
29 C 0.25998 2.17250 1.68026  -0.25
30 N 0.82971 0.92653 1.45679  -0.03
31 C -1.10532 2.32933 1.15602  -0.18
32 C -1.85113 3.47795 1.31257  0.05
33 C -3.13582 3.50875 0.78069  0.02
34 C -3.62117 2.39035 0.12225  0.02
35 C -2.81617 1.26969 0.00160  -0.05
36 N -1.57848 1.24530 0.50780  -0.05
37 H 3.73067 -0.38993 2.08048  0.15
38 H 2.33256 -1.12841 1.32813  0.07
39 H 3.64943 3.82991 3.65915  0.15
40 H 2.21036 4.80085 3.48652  0.14
41 H -1.42157 4.31649 1.84051  0.13
42 H -3.74653 4.39435 0.88694  0.14
43 H -4.61465 2.37480 -0.30170  0.13
44 H -3.15001 0.38000 -0.51078  0.12

C14H17N7O7PS4W as an isolated structure, computed with ωB97M-V/def2-TZVPD.

Properties
Kohn-Sham gap (alpha / beta), eV: 7.43 / 6.89
Spin multiplicity: 2
Calculated total energy, Eh: -3454.96917
Relative energy (zero: lowest compared OMol25 entry of this formula, charge and spin), kJ/mol: 29.83
Charge: 0
E_HOMO (alpha / beta), eV: -8.638 / -8.787
E_LUMO (alpha / beta), eV: -1.204 / -1.898

Last column: Löwdin charge in e.
CARTESIAN COORDINATES (ANGSTROEM)
1 W 0.59220 0.28704 -0.16278  1.32
2 N 0.59875 -3.04051 2.95099  0.10
3 C 0.90751 -2.08444 2.05367  -0.87
4 S 0.12127 -0.55000 2.17318  0.65
5 N 1.79218 -2.36709 1.13622  -0.02
6 N 2.04383 -1.27663 0.33931  -0.20
7 C 3.20859 -1.25833 -0.19843  -0.03
8 C 3.61020 -0.04638 -0.86640  -0.24
9 C 4.85726 0.13485 -1.42841  0.01
10 C 5.16897 1.37929 -1.95904  -0.02
11 C 4.22563 2.38361 -1.90735  -0.01
12 C 2.98634 2.12150 -1.33940  -0.11
13 N 2.68903 0.93436 -0.82039  0.00
14 H 0.03070 -2.80801 3.74490  0.09
15 H 1.20112 -3.84479 3.00560  0.11
16 H 3.88601 -2.08850 -0.04337  0.14
17 H 5.56717 -0.68000 -1.44381  0.12
18 H 6.13792 1.55488 -2.40627  0.12
19 H 4.41999 3.36612 -2.31047  0.12
20 H 2.21317 2.86948 -1.30410  0.11
21 O 1.35777 1.57336 -3.64178  -0.25
22 S 0.32746 1.02446 -2.81705  0.37
23 O -0.96761 0.84462 -3.38453  -0.26
24 O 0.81765 -0.28093 -2.12486  -0.53
25 O 0.25068 1.82519 -1.47265  -0.54
26 C -4.54455 -2.92033 2.33517  -0.07
27 C -3.68763 -2.73521 1.10792  -0.28
28 O -3.26529 -1.35275 1.07111  -0.32
29 P -2.42193 -0.82516 -0.16699  -0.05
30 S -1.82006 1.02388 0.26688  0.46
31 S -0.79368 -1.89329 -0.56764  0.48
32 O -3.38560 -0.92680 -1.41010  -0.31
33 C -4.50674 -0.00704 -1.54777  -0.26
34 C -4.30406 0.82756 -2.78623  -0.07
35 H -4.86191 -3.96061 2.41082  0.08
36 H -5.43160 -2.28964 2.28661  0.08
37 H -3.98456 -2.65984 3.23271  0.08
38 H -4.23936 -2.96615 0.19393  0.12
39 H -2.79433 -3.36279 1.14363  0.10
40 H -4.58174 0.61613 -0.65351  0.10
41 H -5.39914 -0.62944 -1.60425  0.12
42 H -3.39245 1.41707 -2.70552  0.06
43 H -5.15574 1.49807 -2.91453  0.08
44 H -4.22222 0.19359 -3.66786  0.09
45 O 0.83900 1.88938 1.12955  -0.45
46 N 1.92353 2.62607 1.22895  0.02
47 C 2.19454 3.01654 2.42783  -0.28
48 C 3.35804 3.83693 2.59761  -0.17
49 N 4.29313 4.48519 2.75100  0.17
50 C 1.38732 2.68576 3.57165  -0.17
51 N 0.75322 2.43975 4.49628  0.19

C14H17N7O7PS4W as an isolated structure, computed with ωB97M-V/def2-TZVPD.

Properties
Kohn-Sham gap (alpha / beta), eV: 6.20 / 5.75
Spin multiplicity: 2
Calculated total energy, Eh: -3454.82525
Relative energy (zero: lowest compared OMol25 entry of this formula, charge and spin), kJ/mol: 407.70
Charge: 0
E_HOMO (alpha / beta), eV: -8.411 / -8.417
E_LUMO (alpha / beta), eV: -2.207 / -2.669

Last column: Löwdin charge in e.
CARTESIAN COORDINATES (ANGSTROEM)
1 W -0.59385 0.43867 1.00478  1.49
2 N -1.00245 -1.92389 4.77206  0.15
3 C -0.90498 -1.50570 3.51383  -0.75
4 S 0.53020 -0.87942 2.86327  0.76
5 N -2.05103 -1.65853 2.77084  0.06
6 N -1.83138 -1.23322 1.55936  -0.18
7 C -2.94947 -1.18665 0.70047  -0.20
8 C -2.51401 -0.81677 -0.66588  -0.42
9 C -3.25115 -1.14689 -1.88735  0.01
10 C -2.56382 -1.45555 -2.99195  -0.06
11 C -1.12036 -1.44420 -2.97149  -0.06
12 C -0.47154 -1.00874 -1.87531  -0.16
13 N -1.11784 -0.59102 -0.73493  -0.12
14 H -0.29707 -1.66215 5.44048  0.12
15 H -1.90240 -2.22207 5.11312  0.12
16 H -3.86772 -1.68431 0.98103  0.17
17 H -4.33095 -1.13565 -1.83952  0.12
18 H -3.08637 -1.72272 -3.90085  0.11
19 H -0.55018 -1.77039 -3.82816  0.10
20 H 0.60158 -1.00062 -1.83314  0.06
21 O -1.07670 3.59801 2.88329  -0.24
22 S -0.56572 2.28314 3.08098  0.40
23 O -0.06220 1.92812 4.36112  -0.25
24 O -1.61112 1.19940 2.57350  -0.47
25 O 0.42974 1.91906 1.91493  -0.61
26 C 3.22693 1.58899 -3.04564  -0.05
27 C 2.33704 0.58664 -2.35046  -0.32
28 O 2.47614 0.80071 -0.94138  -0.40
29 P 1.94357 0.06304 0.37720  0.12
30 S 3.15756 0.49804 1.79294  0.34
31 S -0.11590 2.17911 -0.88714  0.85
32 O 1.86575 -1.48836 -0.03361  -0.40
33 C 2.98032 -2.39209 0.15951  -0.28
34 C 4.10182 -2.13510 -0.81914  -0.08
35 H 3.22039 1.40985 -4.12146  0.08
36 H 4.25052 1.50268 -2.68325  0.09
37 H 2.88240 2.60609 -2.86176  0.08
38 H 2.63760 -0.43785 -2.58778  0.10
39 H 1.29749 0.71196 -2.65531  0.06
40 H 2.55163 -3.38387 0.02518  0.12
41 H 3.32209 -2.28680 1.18957  0.09
42 H 3.75625 -2.23357 -1.84938  0.07
43 H 4.89430 -2.86815 -0.66119  0.08
44 H 4.52636 -1.14151 -0.67451  0.07
45 O -3.08463 0.17713 0.24089  -0.03
46 N -1.45706 2.22529 0.06251  -0.51
47 C -2.33084 3.14877 0.22825  -0.34
48 C -2.24715 4.35927 -0.54869  -0.16
49 N -2.15411 5.30771 -1.18884  0.21
50 C -3.46157 2.98722 1.09959  -0.17
51 N -4.41610 2.89689 1.72938  0.22

C14H17NO5RuTe as an isolated structure, computed with ωB97M-V/def2-TZVPD.

Properties
Kohn-Sham gap (alpha / beta), eV: 6.53 / 5.99
Spin multiplicity: 6
Calculated total energy, Eh: -1337.12101
Relative energy (zero: lowest compared OMol25 entry of this formula, charge and spin), kJ/mol: 48.33
Charge: +1
E_HOMO (alpha / beta), eV: -10.927 / -11.982
E_LUMO (alpha / beta), eV: -4.393 / -5.987

Last column: Löwdin charge in e.
CARTESIAN COORDINATES (ANGSTROEM)
1 Ru 7.29659 14.17301 5.07586  1.17
2 O 6.83904 15.88819 3.66756  -0.16
3 C 7.03874 17.17018 4.33995  -0.19
4 C 6.36593 17.25203 5.65010  -0.11
5 N 6.85868 15.97867 6.44246  -0.23
6 C 5.77052 15.63444 7.38361  -0.07
7 C 5.05272 14.35755 6.87564  -0.54
8 O 4.29981 13.66530 7.49036  0.13
9 O 5.42517 13.98656 5.62427  -0.26
10 C 8.06224 16.51096 7.15725  -0.06
11 C 9.29082 15.94359 6.28850  -0.49
12 O 10.49611 16.13231 6.46909  0.09
13 O 8.94946 15.27227 5.15137  -0.28
14 H 6.17054 15.93596 2.95094  0.14
15 H 8.13496 17.24104 4.36594  0.13
16 H 6.60916 17.98228 3.72189  0.15
17 H 6.61113 18.14431 6.26161  0.14
18 H 5.25310 17.27133 5.56564  0.15
19 H 6.22555 15.38496 8.35015  0.13
20 H 5.15579 16.49490 7.56862  0.13
21 H 8.12610 17.59444 7.32846  0.13
22 H 8.08746 16.13158 8.24894  0.16
23 C 9.10464 10.11407 6.14064  -0.19
24 Te 7.98977 11.86702 4.92925  1.31
25 C 6.48406 11.12932 6.34750  -0.38
26 C 6.72809 9.71004 6.50008  -0.30
27 C 5.61054 8.81686 6.48906  -0.01
28 C 5.78616 7.43884 6.34362  -0.06
29 C 7.07686 6.92232 6.22590  -0.08
30 C 8.16610 7.75344 6.23222  -0.03
31 C 8.02661 9.15511 6.32630  -0.30
32 H 9.38741 10.57877 7.09555  0.09
33 H 9.96904 9.74952 5.66458  0.05
34 H 5.52757 11.44523 5.88878  0.07
35 H 6.71895 11.71582 7.24526  0.08
36 H 4.58069 9.23270 6.56213  0.13
37 H 4.88733 6.78019 6.35788  0.13
38 H 7.25539 5.83641 6.07980  0.13
39 H 9.18181 7.30322 6.07576  0.14

One molecule with the formula C14H17NO8, computed with ωB97M-V/def2-TZVPD.

Properties
Kohn-Sham gap, eV: 8.74
SMILES string: COC(=O)C(C(=O)OC)[C@H](C[N+](=O)[O-])c1ccc(O)c(OC)c1
Calculated total energy, Eh: -1200.27867
Relative energy (zero: lowest compared OMol25 entry of this formula, charge and spin), kJ/mol: 17.19
Charge: 0
E_HOMO, eV: -8.414
E_LUMO, eV: 0.325

Last column: Löwdin charge in e.
CARTESIAN COORDINATES (ANGSTROEM)
1 C 2.41146 1.05396 3.18685  -0.02
2 O 1.88095 0.34680 2.07168  -0.05
3 C 0.97408 -0.58861 2.35190  -0.49
4 O 0.60666 -0.84567 3.46713  0.14
5 C 0.48937 -1.35882 1.13183  -0.06
6 C 1.48771 -2.48277 0.84577  -0.46
7 O 1.17487 -3.62186 0.64897  0.15
8 O 2.74534 -2.03561 0.81762  -0.04
9 C 3.74857 -3.00637 0.53223  -0.02
10 C 0.22418 -0.57730 -0.17175  -0.18
11 C 1.39111 0.32657 -0.60176  -0.03
12 N 1.32660 0.57612 -2.05294  -0.41
13 O 1.19008 -0.37956 -2.77960  0.08
14 O 1.42537 1.71985 -2.42223  0.10
15 C -1.04420 0.24654 -0.12401  -0.18
16 C -1.46578 0.90567 1.01712  -0.02
17 C -2.59912 1.70194 0.99184  0.01
18 C -3.31711 1.86275 -0.17932  -0.25
19 O -4.41912 2.64967 -0.20144  0.08
20 C -2.89223 1.20061 -1.34628  -0.19
21 O -3.66992 1.43073 -2.45227  -0.09
22 C -3.27085 0.86062 -3.67621  -0.07
23 C -1.76908 0.39746 -1.30594  0.04
24 H 2.86268 0.35886 3.89673  0.10
25 H 1.62020 1.60947 3.69389  0.10
26 H 3.15851 1.73341 2.78560  0.10
27 H -0.44540 -1.85019 1.42166  0.18
28 H 3.68427 -3.83344 1.24073  0.10
29 H 3.61686 -3.39626 -0.47870  0.10
30 H 4.70200 -2.49317 0.62489  0.10
31 H 0.10762 -1.33758 -0.95613  0.15
32 H 1.36365 1.29494 -0.10214  0.14
33 H 2.34309 -0.16839 -0.39443  0.14
34 H -0.92458 0.79993 1.94300  0.11
35 H -2.93895 2.21241 1.87789  0.12
36 H -4.77601 2.64094 -1.10057  0.11
37 H -3.29324 -0.23231 -3.63329  0.10
38 H -2.27016 1.19565 -3.96396  0.10
39 H -3.99439 1.20784 -4.41182  0.10
40 H -1.44510 -0.12487 -2.19253  0.11

Here are the calculated maximum force numbers, same order: 4.1 2.7 0.4 1.9 4.9 1.0 (eV Å⁻¹).